1 | {
  "formula": "C2H7NO2Si",
  "method": "wB97M-V/def2-TZVPD",
  "symbols": ["C", "O", "N", "O", "C", "Si", "H", "H", "H", "H", "H", "H", "H"],
  "xyz": [[-1.232, 2.302, -1.234], [-1.129, 0.764, -0.852], [-0.093, 0.072, 0.092], [0.670, 0.867, 0.605], [-0.034, -1.231, 0.297], [1.396, -1.964, 1.262], [-2.304, 2.267, -1.546], [-0.928, 2.756, -0.331], [-0.615, 2.362, -2.168], [-0.711, -1.789, -0.415], [0.679, -3.106, 1.453], [2.665, -2.377, 0.401], [1.636, -0.922, 2.434]],
  "e_homo_ev": -8.98,
  "molar_mass_g_mol": 105.17
}

2 | {
  "formula": "C2H7NO2Si",
  "method": "wB97M-V/def2-TZVPD",
  "symbols": ["C", "C", "O", "O", "Si", "N", "H", "H", "H", "H", "H", "H", "H"],
  "xyz": [[-1.809, 0.950, -1.177], [-0.683, 0.777, -0.222], [-0.595, 1.262, 0.871], [0.386, 0.046, -0.724], [1.462, -0.578, 0.413], [0.609, -1.166, 1.803], [-1.855, -0.088, -1.734], [-2.697, 1.045, -0.679], [-1.776, 1.692, -1.971], [2.446, 0.443, 0.877], [2.301, -1.647, -0.322], [0.869, -2.134, 2.077], [0.904, -0.614, 2.647]],
  "e_homo_ev": -10.22,
  "molar_mass_g_mol": 105.17
}

3 | {
  "formula": "C2H7NO2Si",
  "method": "wB97M-V/def2-TZVPD",
  "symbols": ["C", "Si", "C", "N", "O", "O", "H", "H", "H", "H", "H", "H", "H"],
  "xyz": [[1.257, -0.348, 0.837], [0.257, 0.757, -0.292], [-1.480, -0.058, -0.773], [1.205, 0.979, -1.945], [0.704, 1.376, -2.957], [2.285, 0.204, -2.059], [0.587, -0.898, 1.530], [1.987, -0.880, 0.267], [1.762, 0.421, 1.463], [0.001, 2.166, 0.196], [-2.161, 0.386, -1.521], [-1.336, -1.140, -1.100], [-2.041, -0.202, 0.190]],
  "e_homo_ev": -10.54,
  "molar_mass_g_mol": 105.17
}

Most favorable first, least favorable last: 2, 3, 1

1 | {
  "formula": "H2",
  "method": "wB97M-V/def2-TZVPD",
  "symbols": ["H", "H"],
  "xyz": [[0.000, 0.000, 0.698], [0.000, 0.000, -0.698]],
  "e_homo_ev": -11.73,
  "molar_mass_g_mol": 2.02
}

2 | {
  "formula": "H2",
  "method": "wB97M-V/def2-TZVPD",
  "symbols": ["H", "H"],
  "xyz": [[-0.556, 0.266, 0.387], [0.556, -0.266, -0.387]],
  "e_homo_ev": -11.57,
  "molar_mass_g_mol": 2.02
}

Most favorable first, least favorable last: 1, 2

1 | {
  "formula": "C5H15N3O",
  "method": "wB97M-V/def2-TZVPD",
  "symbols": ["C", "C", "C", "C", "N", "N", "O", "H", "H", "H", "H", "H", "H", "H", "H", "H", "H", "C", "N", "H", "H", "H", "H", "H"],
  "xyz": [[0.794, 0.522, -0.362], [2.167, 0.566, 0.294], [0.874, -0.234, -1.674], [-0.376, -1.011, 0.998], [0.304, 1.899, -0.653], [-0.042, -0.589, 2.280], [-0.249, -2.142, 0.592], [0.801, 2.321, -1.444], [0.455, 2.508, 0.146], [0.594, -1.236, 2.726], [0.188, 0.394, 2.345], [2.538, -0.439, 0.521], [2.162, 1.136, 1.233], [2.921, 1.056, -0.348], [1.148, -1.279, -1.512], [1.622, 0.201, -2.362], [-0.085, -0.220, -2.201], [-2.584, -0.850, -0.443], [-1.704, -0.162, 0.520], [-2.204, 0.107, 1.370], [-0.959, 0.494, 0.028], [-3.150, -1.638, 0.050], [-1.963, -1.292, -1.217], [-3.253, -0.113, -0.885]],
  "e_homo_ev": -6.64,
  "molar_mass_g_mol": 133.19
}

2 | {
  "formula": "C5H15N3O",
  "method": "wB97M-V/def2-TZVPD",
  "symbols": ["C", "C", "C", "N", "H", "H", "H", "H", "H", "H", "H", "H", "H", "C", "C", "N", "O", "N", "H", "H", "H", "H", "H", "H"],
  "xyz": [[-2.199, 0.275, 0.495], [-2.524, -1.170, 0.838], [-3.267, 0.952, -0.361], [-0.344, 0.445, 0.093], [-2.116, 0.835, 1.429], [-0.291, 1.460, -0.010], [-1.236, 0.059, -0.528], [-1.732, -1.600, 1.449], [-2.632, -1.763, -0.071], [-3.456, -1.230, 1.404], [-2.989, 1.981, -0.589], [-4.222, 0.972, 0.169], [-3.404, 0.413, -1.300], [3.030, 0.092, 1.195], [2.786, -0.074, -0.271], [3.658, -0.842, -0.989], [1.593, 0.263, -2.157], [1.790, 0.548, -0.781], [0.684, 0.581, -2.264], [3.383, -1.073, -1.931], [4.227, -1.512, -0.499], [3.976, 0.607, 1.370], [2.217, 0.666, 1.630], [3.070, -0.885, 1.680]],
  "e_homo_ev": -8.04,
  "molar_mass_g_mol": 133.19
}

3 | {
  "formula": "C5H15N3O",
  "method": "wB97M-V/def2-TZVPD",
  "symbols": ["C", "C", "O", "C", "N", "N", "N", "C", "C", "H", "H", "H", "H", "H", "H", "H", "H", "H", "H", "H", "H", "H", "H", "H"],
  "xyz": [[0.969, 1.858, 0.125], [0.548, 0.790, -1.290], [1.739, 0.104, -1.666], [-0.499, -0.118, -0.619], [-0.636, -1.479, -1.139], [-1.777, 0.520, -0.809], [-0.075, -0.174, 0.822], [-1.145, -0.498, 1.757], [1.086, -1.024, 1.085], [1.910, 2.235, -0.264], [0.200, 2.618, 0.070], [1.211, 1.642, 1.164], [0.085, 1.284, -2.157], [1.574, -0.417, -2.462], [-1.075, -1.423, -2.052], [0.280, -1.898, -1.267], [-1.793, 1.443, -0.397], [-2.524, -0.033, -0.408], [-1.910, 0.276, 1.745], [-0.728, -0.546, 2.763], [-1.599, -1.469, 1.518], [0.819, -2.089, 1.082], [1.852, -0.845, 0.334], [1.487, -0.754, 2.066]],
  "e_homo_ev": -7.95,
  "molar_mass_g_mol": 133.19
}

Most favorable first, least favorable last: 3, 1, 2

1 | {
  "formula": "C5H15N3O",
  "method": "wB97M-V/def2-TZVPD",
  "symbols": ["C", "C", "C", "N", "H", "H", "H", "H", "H", "H", "H", "H", "H", "C", "N", "C", "N", "O", "H", "H", "H", "H", "H", "H"],
  "xyz": [[-1.619, -0.379, -0.081], [-0.867, -1.595, -0.075], [-2.611, -0.128, -1.188], [-0.434, 1.110, -0.338], [-1.954, -0.026, 0.890], [-0.321, 1.301, -1.332], [-0.861, 1.944, 0.059], [-1.008, -2.239, -0.940], [-3.475, -0.784, -1.045], [0.429, -1.123, -0.223], [-0.850, -2.134, 0.868], [-2.966, 0.903, -1.210], [-2.176, -0.368, -2.161], [0.928, 0.893, 1.771], [1.499, -0.318, -0.356], [1.092, 1.070, 0.256], [2.681, -0.823, 0.265], [1.791, 2.020, -0.180], [1.652, -0.114, -1.348], [3.422, -0.136, 0.138], [2.945, -1.687, -0.195], [0.329, 0.021, 2.034], [0.464, 1.798, 2.166], [1.911, 0.794, 2.224]],
  "e_homo_ev": -7.85,
  "molar_mass_g_mol": 133.19
}

2 | {
  "formula": "C5H15N3O",
  "method": "wB97M-V/def2-TZVPD",
  "symbols": ["H", "N", "C", "N", "O", "H", "H", "H", "C", "C", "N", "C", "C", "H", "H", "H", "H", "H", "H", "H", "H", "H", "H", "H"],
  "xyz": [[0.290, 1.805, -2.167], [-0.247, 1.173, -1.584], [-0.596, 0.108, -2.193], [-1.304, -0.912, -1.590], [-0.563, 0.052, -3.565], [-2.229, -1.071, -1.966], [-1.269, -0.845, -0.573], [-0.910, -0.794, -3.873], [2.003, -0.565, -0.231], [1.013, -0.882, 0.859], [-0.264, 0.210, 1.055], [0.096, 1.580, 1.378], [-1.216, -0.279, 2.033], [1.948, 0.439, -0.644], [1.984, -1.349, -0.990], [3.002, -0.560, 0.206], [1.491, -0.786, 1.842], [0.643, -1.905, 0.796], [0.747, 1.975, 0.598], [-0.807, 2.197, 1.387], [0.610, 1.669, 2.347], [-2.127, 0.325, 2.010], [-0.813, -0.271, 3.057], [-1.482, -1.313, 1.809]],
  "e_homo_ev": -7.92,
  "molar_mass_g_mol": 133.19
}

Most favorable first, least favorable last: 2, 1